The following is a quantum chemistry calculation of 17 unconnected molecules or ions with the total composition C68H187N17O17 in a non-equilibrium geometry, from the Open Molecules 2025 dataset.

The geometry in ORCA input format:
```
! RIJCOSX wB97M-V def2-TZVPD def2/J DEFGRID3
* xyz 0 1
O 9.65 22.21 22.24
O 20.97 13.09 18.10
O 13.84 13.04 21.10
O 17.01 20.00 18.34
O 16.32 16.47 16.67
O 18.61 11.31 12.85
O 21.62 21.92 24.78
O 8.58 19.62 12.91
O 20.28 20.00 12.35
O 18.81 15.94 24.14
O 9.14 12.62 23.67
O 12.26 17.35 20.54
O 14.67 16.66 23.60
O 19.55 16.35 12.49
O 12.76 13.85 15.96
O 18.83 12.67 21.80
O 13.92 17.74 13.60
N 17.26 21.18 14.10
N 17.39 17.90 22.56
N 17.08 9.43 14.14
N 19.09 20.70 25.72
N 9.81 10.66 20.61
N 12.62 19.97 18.94
N 20.68 15.11 19.98
N 15.64 20.96 20.66
N 16.06 14.89 25.37
N 18.55 9.37 20.09
N 12.93 23.08 20.53
N 13.06 11.00 14.98
N 15.35 17.28 19.40
N 14.25 19.04 16.08
N 10.42 16.43 12.76
N 12.05 11.57 18.24
N 17.16 14.26 10.81
C 11.44 19.12 19.03
C 12.21 15.13 16.18
C 18.40 14.96 10.88
C 16.40 23.23 20.12
C 20.63 21.53 23.90
C 17.21 10.76 14.69
C 14.37 16.66 24.99
C 9.97 22.21 23.60
C 8.17 16.92 11.96
C 13.61 12.19 14.39
C 19.86 15.38 24.94
C 14.68 15.27 25.56
C 11.34 17.07 21.52
C 9.50 13.86 24.25
C 19.24 21.67 24.66
C 19.44 16.96 23.31
C 15.99 21.85 19.57
C 13.32 21.11 15.25
C 13.11 11.74 19.21
C 16.20 15.59 17.76
C 13.64 14.08 22.00
C 17.69 12.92 22.65
C 20.77 11.82 17.53
C 11.04 24.48 21.31
C 18.57 16.04 9.85
C 18.60 11.68 20.79
C 14.40 11.91 18.47
C 19.99 15.22 18.72
C 16.29 15.21 20.22
C 17.18 21.36 18.75
C 22.83 21.30 24.47
C 11.06 10.40 22.71
C 17.71 19.05 12.96
C 10.81 22.12 21.40
C 18.49 15.45 12.24
C 19.69 16.58 13.89
C 9.75 10.84 22.01
C 8.50 20.73 13.77
C 19.80 13.90 18.05
C 16.35 16.30 19.09
C 13.75 11.98 12.86
C 17.86 19.52 17.29
C 17.08 10.76 16.18
C 21.52 20.00 13.04
C 20.79 16.14 17.82
C 12.82 12.96 20.11
C 18.28 20.19 13.69
C 19.87 11.19 12.30
C 20.03 9.96 21.94
C 9.47 12.36 22.28
C 18.68 10.18 21.29
C 11.81 23.21 21.49
C 19.00 23.15 25.15
C 18.50 11.34 14.29
C 19.34 20.90 12.87
C 14.16 17.23 12.30
C 13.40 19.60 15.00
C 18.61 17.20 22.08
C 11.77 17.64 19.28
C 9.54 17.54 12.32
C 10.86 19.04 17.66
C 19.40 18.11 21.14
C 16.34 15.74 15.53
C 13.89 19.13 13.70
C 12.82 13.48 14.55
C 9.31 18.56 13.48
C 14.47 15.25 27.10
C 14.31 17.88 22.99
H 16.91 14.75 17.68
H 15.10 17.67 11.86
H 19.33 10.78 14.72
H 14.33 12.76 17.79
H 15.49 23.67 20.53
H 15.44 15.03 15.49
H 19.53 16.51 9.87
H 14.89 16.18 27.48
H 11.76 16.55 22.40
H 18.88 18.35 20.19
H 16.11 10.26 16.35
H 11.93 10.47 22.05
H 14.86 18.67 23.50
H 10.40 22.05 20.39
H 20.18 10.17 12.18
H 9.01 22.44 24.12
H 15.23 17.99 18.69
H 12.64 22.79 19.60
H 18.74 21.27 11.95
H 17.79 22.07 14.30
H 22.11 20.86 12.78
H 20.11 14.54 20.58
H 19.51 17.95 23.76
H 14.61 18.12 15.77
H 14.57 12.38 14.82
H 14.55 17.83 21.90
H 16.60 15.27 26.14
H 8.68 18.08 14.27
H 19.65 19.01 21.72
H 18.15 21.55 19.31
H 17.48 15.94 12.52
H 12.38 19.19 15.12
H 11.03 16.88 18.97
H 20.51 16.62 23.06
H 12.75 21.64 14.54
H 17.65 9.47 19.62
H 13.44 14.15 13.98
H 15.45 14.53 20.10
H 18.59 12.38 14.69
H 16.84 13.09 22.01
H 9.33 20.81 14.48
H 16.74 21.35 13.24
H 12.57 11.15 15.86
H 13.12 19.94 19.87
H 12.71 12.00 12.48
H 11.25 10.91 23.62
H 14.12 14.50 24.99
H 17.37 16.73 19.13
H 11.32 16.87 12.80
H 18.39 15.63 8.87
H 13.18 19.76 18.11
H 9.27 13.74 25.33
H 15.25 15.06 17.74
H 12.01 12.26 17.49
H 15.07 22.03 18.93
H 10.77 17.98 21.88
H 10.33 15.62 12.16
H 11.51 18.53 16.96
H 14.39 16.87 19.58
H 12.49 10.49 14.31
H 18.99 15.66 18.80
H 10.58 10.06 20.26
H 10.32 24.61 22.12
H 20.33 8.92 21.75
H 13.36 17.53 11.60
H 18.63 8.40 20.40
H 17.12 13.75 9.96
H 11.75 25.30 21.47
H 17.18 13.59 11.54
H 20.40 16.30 16.79
H 16.22 15.79 21.17
H 17.90 10.26 16.65
H 16.53 15.32 24.54
H 20.45 16.20 25.35
H 14.60 10.96 17.96
H 8.86 14.61 23.75
H 13.40 15.41 27.17
H 7.73 16.26 12.74
H 12.70 14.00 22.50
H 20.47 14.64 24.38
H 14.32 12.76 12.25
H 9.00 10.28 22.52
H 15.04 17.39 25.51
H 17.57 12.07 23.38
H 20.87 10.62 21.59
H 23.62 21.88 24.89
H 13.23 17.97 23.16
H 14.85 14.34 27.55
H 12.82 13.88 19.46
H 18.77 19.84 14.60
H 7.62 20.60 14.44
H 16.12 9.07 14.17
H 20.03 10.24 22.98
H 17.00 18.41 13.61
H 15.03 19.71 16.29
H 21.49 14.52 19.75
H 12.30 23.20 22.50
H 17.12 11.76 16.47
H 18.64 14.55 12.92
H 10.57 14.13 23.99
H 19.56 14.10 16.96
H 18.53 18.51 12.49
H 9.00 10.23 20.26
H 17.32 15.19 15.46
H 17.84 16.84 9.93
H 17.93 13.82 23.19
H 10.43 12.84 21.93
H 16.80 17.38 23.17
H 18.46 16.18 21.61
H 10.69 22.96 23.89
H 20.53 22.09 22.97
H 12.94 21.33 16.17
H 13.29 19.50 12.84
H 19.92 11.28 17.87
H 10.96 9.34 23.02
H 8.39 21.66 13.20
H 10.48 24.61 20.42
H 16.81 18.18 21.76
H 9.95 18.05 11.43
H 17.93 9.88 21.99
H 12.59 17.42 18.58
H 19.93 15.64 14.35
H 23.00 21.18 23.42
H 18.74 16.95 14.30
H 19.21 14.19 10.72
H 17.08 19.38 12.10
H 10.80 19.54 19.78
H 14.84 19.62 13.61
H 19.66 21.03 26.50
H 11.27 21.13 21.63
H 10.88 20.10 17.30
H 16.32 21.02 21.41
H 17.16 9.53 13.11
H 14.35 21.47 15.27
H 18.43 21.30 24.00
H 20.93 17.16 18.26
H 19.05 23.87 24.34
H 17.57 18.45 17.02
H 10.58 16.40 21.02
H 16.92 23.87 19.36
H 20.43 17.40 13.95
H 22.77 20.28 24.91
H 20.81 11.99 16.44
H 18.88 13.43 18.42
H 14.20 16.16 12.39
H 20.77 20.45 23.64
H 11.13 11.51 18.68
H 19.35 14.95 25.80
H 17.22 14.70 20.29
H 18.00 23.15 25.61
H 9.86 18.66 17.69
H 13.64 15.06 21.48
H 16.42 11.40 14.24
H 15.25 12.08 19.13
H 17.09 23.07 20.91
H 21.31 19.84 14.09
H 22.12 19.12 12.70
H 21.80 15.72 17.68
H 16.38 16.37 14.65
H 19.81 21.76 13.37
H 11.14 15.16 16.06
H 14.12 10.99 12.61
H 10.32 21.18 23.89
H 10.20 18.88 13.98
H 17.79 20.16 16.43
H 19.71 23.37 25.98
H 19.48 11.84 20.09
H 8.34 16.38 11.04
H 11.82 13.41 14.17
H 17.58 11.91 20.32
H 20.66 11.73 12.89
H 21.66 11.27 17.78
H 18.13 20.88 25.97
H 7.57 17.75 11.64
H 13.10 10.85 19.77
H 13.55 22.34 20.80
H 12.33 15.26 17.25
H 19.84 11.60 11.23
H 14.40 13.98 22.73
H 12.65 16.01 15.63
H 18.89 19.60 17.67
H 20.34 17.73 20.76
H 8.65 12.73 21.66
H 13.39 17.05 25.03
H 17.21 22.01 17.83
H 11.85 12.72 20.62
H 15.50 20.00 20.42
*
```

Calculated values
* HOMO: -8.67 eV
* electronic energy: -133676.4592 eV

Here are the Löwdin charges for atoms 1 to 8, given in e:
1 O -0.1977
2 O -0.1851
3 O -0.2005
4 O -0.2305
5 O -0.1837
6 O -0.2125
7 O -0.1808
8 O -0.1937